1.
Molecular formula: C27H54O27
Method: DFT, the ωB97M-V functional and the def2-TZVPD basis

## Properties
Lowest unoccupied orbital energy ... 0.239 eV
Energy above the lowest of the compared OMol25 structures with the same formula, charge and spin ... 553.9 kJ/mol
Frontier orbital gap ... 0.403 Eh
SMILES ... COC(=O)OC.COC(=O)OC.COC(=O)OC.COC(=O)OC.COC(=O)OC.COC(=O)OC.COC(=O)OC.COC(=O)OC.COC(=O)OC

Geometry (Å):
C -7.028 6.301 1.574
O -7.877 7.275 2.301
C -8.817 7.886 1.517
O -9.007 7.751 0.259
O -9.563 8.719 2.307
C -10.558 9.532 1.732
H -6.039 6.716 1.380
H -7.418 5.820 0.676
H -6.730 5.497 2.248
H -10.140 10.374 1.179
H -11.103 9.976 2.565
H -11.268 8.948 1.147
C 7.774 0.462 -2.557
O 7.561 -0.415 -3.614
C 7.825 -0.019 -4.927
O 7.951 1.192 -5.253
O 7.855 -1.153 -5.690
C 8.065 -1.217 -7.050
H 7.036 1.264 -2.525
H 8.797 0.828 -2.463
H 7.478 -0.023 -1.627
H 8.051 -2.262 -7.357
H 9.054 -0.793 -7.221
H 7.294 -0.598 -7.511
C 2.236 0.076 0.475
O 1.478 1.257 0.529
C 0.144 1.154 0.162
O -0.437 0.110 -0.235
O -0.347 2.351 0.327
C -1.708 2.730 0.103
H 3.034 0.094 1.218
H 2.732 -0.035 -0.489
H 1.615 -0.796 0.680
H -1.669 3.775 -0.206
H -2.192 2.467 1.044
H -2.123 2.079 -0.666
C 8.397 -0.501 5.462
O 7.719 0.295 6.489
C 6.606 0.988 6.182
O 6.230 1.143 4.992
O 5.912 1.321 7.318
C 4.551 1.707 7.278
H 8.095 -0.240 4.447
H 8.299 -1.564 5.680
H 9.472 -0.318 5.467
H 4.472 2.552 7.962
H 3.896 0.862 7.491
H 4.232 2.094 6.310
C 1.199 -5.710 0.890
O 1.551 -6.085 -0.452
C 2.752 -5.711 -1.079
O 3.540 -4.791 -0.693
O 2.819 -6.389 -2.247
C 3.920 -6.016 -3.097
H 0.565 -6.405 1.440
H 0.593 -4.806 0.819
H 2.098 -5.578 1.491
H 4.230 -4.972 -3.061
H 3.649 -6.192 -4.138
H 4.876 -6.497 -2.889
C -5.862 -7.506 3.391
O -5.481 -6.179 3.068
C -5.090 -5.998 1.763
O -5.056 -6.805 0.876
O -4.605 -4.775 1.581
C -4.197 -4.351 0.326
H -6.518 -7.277 4.231
H -5.012 -8.050 3.803
H -6.440 -8.061 2.652
H -3.363 -4.997 0.054
H -3.961 -3.291 0.227
H -4.964 -4.530 -0.427
C -1.265 2.586 -7.726
O -0.783 1.888 -6.563
C -0.023 0.768 -6.710
O 0.269 0.269 -7.823
O 0.469 0.394 -5.503
C 1.305 -0.737 -5.470
H -1.173 1.937 -8.598
H -0.590 3.428 -7.878
H -2.279 2.969 -7.620
H 1.629 -1.008 -4.465
H 2.214 -0.492 -6.018
H 0.754 -1.540 -5.960
C 3.833 -3.666 5.702
O 3.122 -3.816 6.865
C 2.271 -4.899 7.089
O 2.148 -5.895 6.440
O 1.456 -4.426 8.161
C 0.597 -5.340 8.857
H 4.059 -4.633 5.252
H 4.767 -3.138 5.893
H 3.168 -3.307 4.916
H 0.636 -5.047 9.906
H 0.987 -6.354 8.775
H -0.407 -5.327 8.435
C -8.009 5.734 -5.058
O -6.821 6.443 -4.979
C -5.750 5.928 -4.297
O -5.838 4.931 -3.548
O -4.627 6.627 -4.511
C -3.396 6.127 -4.044
H -8.616 6.142 -4.249
H -7.850 4.656 -5.033
H -8.391 6.073 -6.020
H -3.204 5.067 -4.204
H -3.157 6.411 -3.019
H -2.587 6.555 -4.636


2.
Molecular formula: C40H94AsF6N5O2
Method: DFT, the ωB97M-V functional and the def2-TZVPD basis

## Properties
Lowest unoccupied orbital energy (spin up / spin down) ... -10.185 / -17.028 eV
Net charge ... +5
2S+1 ... 2
⟨S²⟩ ... 0.754
Frontier orbital gap (spin up / spin down) ... 0.364 / 0.113 Eh

Geometry (Å):
As -14.887 13.034 -9.832
F -16.688 13.132 -9.813
F -14.874 12.152 -8.273
F -13.088 12.933 -9.742
F -14.905 13.897 -11.396
F -14.872 14.618 -8.862
F -14.924 11.497 -10.771
C -7.153 11.306 -11.079
C -7.916 10.049 -10.463
N -9.004 10.379 -9.408
C -8.411 11.170 -8.222
C -10.158 11.177 -10.062
C -10.805 10.586 -11.249
C -9.431 8.981 -8.858
C -10.868 8.899 -8.211
O -10.919 9.941 -7.226
C -11.863 9.555 -6.219
H -6.722 12.057 -10.416
H -7.818 11.876 -11.727
H -6.275 11.076 -11.682
H -7.256 9.569 -9.740
H -8.365 9.346 -11.164
H -9.097 11.395 -7.405
H -8.068 12.037 -8.787
H -7.507 10.634 -7.931
H -9.706 12.129 -10.342
H -10.853 11.479 -9.278
H -11.765 11.034 -11.504
H -10.937 9.520 -11.061
H -10.158 10.602 -12.127
H -8.634 8.728 -8.159
H -9.413 8.302 -9.711
H -11.106 7.930 -7.771
H -11.660 8.957 -8.958
H -12.100 10.365 -5.529
H -11.320 8.833 -5.610
H -12.762 9.098 -6.635
C -17.180 10.026 -8.231
C -15.845 9.354 -8.388
N -15.885 7.790 -8.547
C -16.584 7.344 -9.812
C -14.391 7.162 -8.564
C -13.740 7.415 -9.931
C -16.700 7.106 -7.410
C -16.258 7.602 -5.987
O -14.915 7.064 -5.817
C -14.756 5.706 -5.581
H -17.840 9.849 -7.382
H -17.874 9.750 -9.025
H -17.044 11.105 -8.147
H -15.036 9.566 -7.689
H -15.465 9.525 -9.395
H -16.237 6.330 -10.012
H -16.239 7.938 -10.659
H -17.665 7.376 -9.678
H -14.482 6.090 -8.392
H -13.775 7.378 -7.690
H -14.314 6.896 -10.698
H -12.758 6.951 -9.842
H -13.638 8.453 -10.250
H -16.705 6.022 -7.518
H -17.773 7.274 -7.493
H -16.838 7.244 -5.136
H -16.353 8.672 -5.799
H -15.441 5.237 -4.874
H -13.766 5.625 -5.131
H -14.723 5.118 -6.498
C -17.292 13.993 -13.353
C -16.066 14.631 -14.048
C -15.108 13.603 -14.612
N -13.655 13.987 -14.714
C -12.977 14.181 -13.306
C -13.522 15.275 -15.602
C -12.328 15.008 -16.510
C -12.547 13.571 -16.951
C -12.854 12.932 -15.615
H -17.943 14.662 -12.789
H -16.842 13.309 -12.634
H -17.932 13.467 -14.061
H -15.451 15.368 -13.531
H -16.417 15.196 -14.911
H -15.542 13.214 -15.533
H -14.970 12.663 -14.077
H -13.625 14.933 -12.854
H -12.052 14.624 -13.674
H -12.806 13.307 -12.678
H -13.498 16.077 -14.865
H -14.448 15.551 -16.106
H -11.428 15.209 -15.929
H -12.319 15.717 -17.339
H -11.842 13.133 -17.657
H -13.481 13.405 -17.488
H -12.080 12.526 -14.964
H -13.483 12.075 -15.855
C -12.147 16.888 -10.828
C -11.800 17.272 -9.386
C -12.182 16.203 -8.339
N -11.005 15.264 -7.910
C -10.159 14.886 -9.213
C -11.527 13.974 -7.161
C -10.958 14.051 -5.788
C -10.647 15.495 -5.531
C -10.155 15.929 -6.861
H -13.230 16.784 -10.893
H -11.772 15.911 -11.135
H -11.806 17.481 -11.676
H -12.433 18.117 -9.116
H -10.747 17.539 -9.298
H -12.881 15.489 -8.774
H -12.640 16.617 -7.441
H -9.390 14.218 -8.825
H -9.767 15.789 -9.681
H -10.724 14.245 -9.890
H -11.173 13.099 -7.707
H -12.616 13.996 -7.177
H -10.008 13.519 -5.739
H -11.584 13.472 -5.108
H -9.957 15.638 -4.700
H -11.598 15.978 -5.304
H -9.189 15.468 -7.070
H -10.034 17.011 -6.920
C -15.636 14.302 -5.687
C -14.708 14.375 -4.515
C -14.976 15.667 -3.678
N -14.326 15.709 -2.262
C -14.821 14.488 -1.423
C -14.597 17.068 -1.609
C -13.603 18.111 -2.138
C -12.539 17.119 -2.752
C -12.789 15.699 -2.304
H -15.218 14.742 -6.593
H -16.563 14.870 -5.617
H -15.798 13.301 -6.085
H -13.689 14.484 -4.885
H -14.590 13.392 -4.059
H -16.013 15.839 -3.394
H -14.558 16.534 -4.190
H -14.222 14.388 -0.518
H -14.770 13.530 -1.940
H -15.850 14.533 -1.066
H -14.489 16.875 -0.542
H -15.598 17.472 -1.756
H -13.162 18.838 -1.455
H -14.102 18.658 -2.938
H -11.456 17.235 -2.779
H -12.754 17.385 -3.787
H -12.419 15.535 -1.292
H -12.450 14.854 -2.903